No. 1
The following is a DFT calculation (ωB97M-V/def2-TZVPD) of a cluster of 10 separate species, H20O10 in total in a non-equilibrium geometry.

Structure (XYZ):
```
30
Properties=species:S:1:pos:R:3:nbo_charge:R:1
O -0.88777 -2.35327 -1.08650 -0.928
H -0.88777 -2.54827 -1.99250 0.481
H -0.16877 -1.79027 -1.01850 0.482
O 0.29623 1.66073 2.59950 -0.924
H 0.40323 2.45673 3.06550 0.462
H -0.60177 1.82773 2.33250 0.471
O -3.29877 -1.71927 -0.17150 -0.978
H -3.47777 -0.83127 -0.26350 0.450
H -2.43277 -1.86227 -0.59250 0.497
O -0.95377 -1.03827 1.58350 -0.983
H -1.89577 -1.32027 1.59050 0.502
H -0.43977 -1.81427 1.83350 0.499
O 2.41523 1.14673 0.69050 -0.968
H 1.52123 1.41273 0.90950 0.512
H 2.94723 1.46073 1.39350 0.471
O 2.32323 -1.38827 1.63850 -0.964
H 2.47823 -0.51427 1.33350 0.479
H 3.00023 -1.46327 2.32850 0.458
O -0.11677 0.57973 -0.48950 -0.997
H -0.31877 0.03273 0.25850 0.508
H 0.70623 0.36573 -0.85450 0.503
O -2.27977 -0.40727 -3.12250 -0.944
H -3.20777 -0.38227 -2.93950 0.465
H -1.91877 0.08173 -2.37250 0.479
O -0.06777 3.15473 -0.33750 -0.983
H -0.30677 3.57973 0.48050 0.449
H -0.17377 2.18673 -0.25950 0.488
O 2.08323 -0.26727 -1.99650 -0.954
H 2.93223 0.09173 -1.64050 0.490
H 2.32823 -0.33827 -2.90050 0.477
```

## Properties
- SMILES = O.O.O.O.O.O.O.O.O.O

=====

No. 2
The following is a DFT calculation (ωB97M-V/def2-TZVPD) of the molecule C2H3Br2N in a non-equilibrium geometry.

Structure (XYZ):
```
8
Properties=species:S:1:pos:R:3:nbo_charge:R:1
C -0.08503 0.55492 0.15573 0.282
C 0.08295 -0.82888 -0.48870 -0.563
N 0.78337 0.89485 0.93394 -0.638
Br -1.75625 1.63416 -0.25258 -0.080
Br -1.24163 -2.17110 -0.11216 0.051
H 1.24992 -1.31992 -0.12493 0.284
H -0.07237 -0.55331 -1.59891 0.250
H 1.03903 1.78926 1.48762 0.413
```

## Properties
- SMILES = [H]/N=C(\Br)CBr

=====

No. 3
The following is a DFT calculation (ωB97M-V/def2-TZVPD) of a cluster of 2 separate species, C9H14N2O2 in total in a non-equilibrium geometry.

Structure (XYZ):
```
27
Properties=species:S:1:pos:R:3:nbo_charge:R:1
C 0.21508 2.56544 -0.75394 -0.407
C -0.18342 1.09271 -0.37132 -0.424
C -1.19188 0.65756 -1.49780 -0.418
C -1.09288 1.70978 -2.61480 -0.423
C 0.10187 2.51952 -2.31047 -0.403
C 0.45029 -0.68396 1.93226 0.675
C -0.22861 -1.57467 2.99522 -0.403
C -0.27584 -2.91687 2.80900 0.054
C 1.31255 -2.80112 0.93599 0.781
H -0.46582 3.27056 -0.22606 0.203
H 1.30768 2.71073 -0.52018 0.208
H -0.51546 1.10882 0.77577 0.275
H 0.78885 0.56238 -0.58644 0.159
H -2.24103 0.45656 -1.15201 0.205
H -0.80587 -0.27772 -1.87120 0.196
H -1.87929 2.42324 -2.54271 0.198
H -1.15736 1.17624 -3.57960 0.211
H -0.03033 3.57795 -2.71602 0.206
H 1.05593 2.12493 -2.80724 0.195
H 1.79191 -0.89777 0.26181 0.447
H -0.61050 -0.79242 3.70929 0.269
H -0.98983 -3.75091 3.26131 0.233
H 0.71322 -4.52904 1.92956 0.435
N 1.13313 -1.43028 0.92238 -0.652
N 0.48344 -3.48816 1.86939 -0.616
O 0.33115 0.53585 2.10746 -0.596
O 1.98301 -3.34938 0.04037 -0.608
```

## Properties
- SMILES = O=c1cc[nH]c(=O)[nH]1.C1CCCC1

=====

No. 4
The following is a DFT calculation (ωB97M-V/def2-TZVPD) of a cluster of 11 separate species, C41H110N6O17 in total in a non-equilibrium geometry.

Structure (XYZ):
```
174
Properties=species:S:1:pos:R:3:lowdin_charge:R:1
C 1.96100 0.17051 -0.42393 -0.076
O 1.05012 -0.86212 0.13594 -0.210
C 1.20243 -1.05965 1.56887 -0.167
C -0.19923 -1.23326 2.26920 -0.163
N -0.95831 0.02065 2.54379 -0.077
C -0.99342 1.04382 1.46060 -0.175
C -2.08075 2.16468 1.79196 -0.183
O -2.17369 3.11444 0.77778 -0.210
C -0.98376 3.87760 0.61964 -0.087
H 1.83609 1.20186 -0.09406 0.073
H 1.81816 0.34725 -1.48998 0.063
H 3.02681 -0.03345 -0.52658 0.061
H 1.67586 -0.16250 1.96771 0.114
H 1.81869 -1.93112 1.78991 0.107
H -0.09614 -1.68119 3.25754 0.105
H -0.88958 -1.88265 1.73085 0.103
H -1.92032 0.07847 2.84597 0.061
H -1.20914 0.55011 0.51307 0.116
H 0.02604 1.40334 1.32077 0.083
H -1.58504 2.77689 2.54534 0.114
H -3.07824 1.79337 2.02702 0.125
H -0.67279 4.24871 1.59620 0.091
H -1.19565 4.85056 0.17631 0.068
H -0.17275 3.31234 0.16045 0.077
C -3.97616 -1.09654 4.63166 -0.083
O -5.26228 -0.37397 4.68885 -0.205
C -5.44412 0.44747 5.86708 -0.176
C -6.94391 0.54671 6.28623 -0.256
N -7.56384 -0.68674 6.55201 -0.069
C -9.00374 -0.47432 6.73816 -0.193
C -9.70889 -1.82137 6.89803 -0.176
O -9.68282 -2.16351 8.29521 -0.197
C -9.37970 -3.42258 8.71587 -0.148
H -3.61454 -1.66883 3.77737 0.078
H -3.74005 -1.69888 5.50890 0.085
H -3.18765 -0.34655 4.56955 0.059
H -5.00049 1.38938 5.54443 0.117
H -4.83682 0.08618 6.69700 0.114
H -7.47986 0.90613 5.40778 0.110
H -7.10395 1.31549 7.04219 0.124
H -7.34255 -1.03256 5.62922 0.104
H -9.41442 0.14269 5.93895 0.110
H -9.09924 0.20265 7.58708 0.123
H -9.33189 -2.63541 6.27890 0.118
H -10.75692 -1.73742 6.61047 0.113
H -9.98549 -3.64809 9.59351 0.090
H -8.31201 -3.59547 8.85100 0.086
H -9.64931 -4.08948 7.89693 0.078
C 3.28810 -4.02249 -0.86360 -0.161
O 4.44151 -4.46553 -0.36852 -0.216
C 4.61070 -4.42635 1.06990 -0.145
C 5.91981 -5.17965 1.34748 -0.229
N 5.72587 -6.50795 0.95778 -0.093
C 6.79974 -7.47656 0.95116 -0.168
C 7.74221 -7.22858 -0.28285 -0.182
O 8.40495 -8.43015 -0.79059 -0.176
C 8.89134 -8.31004 -2.09685 -0.136
H 2.43235 -4.53765 -0.42726 0.090
H 3.31489 -4.36539 -1.89792 0.096
H 3.12365 -2.94908 -0.76956 0.085
H 3.77820 -4.91357 1.57750 0.127
H 4.67971 -3.34542 1.19208 0.098
H 6.31384 -5.10071 2.36069 0.128
H 6.66824 -4.75861 0.67615 0.101
H 5.32418 -6.43703 0.03381 0.104
H 6.26798 -8.39747 0.71191 0.112
H 7.32602 -7.71249 1.87607 0.121
H 8.35704 -6.35960 -0.04842 0.103
H 7.15682 -6.78141 -1.08625 0.105
H 9.81169 -7.72640 -2.11772 0.072
H 8.20692 -7.81005 -2.78219 0.082
H 9.19571 -9.28696 -2.47244 0.089
C -3.04719 6.98479 -0.59134 -0.126
O -3.82880 7.75846 -1.45720 -0.175
C -4.34528 7.11030 -2.68399 -0.160
C -4.92928 8.26850 -3.53692 -0.222
N -6.00308 8.83113 -2.72592 -0.081
C -6.42008 10.10069 -3.24649 -0.213
C -7.59598 10.56665 -2.35900 -0.228
O -7.92544 11.93416 -2.56307 -0.194
C -7.32206 12.83209 -1.56147 -0.077
H -3.56799 6.25543 0.02907 0.076
H -2.55638 7.67140 0.09842 0.092
H -2.22679 6.40493 -1.01419 0.060
H -5.11160 6.33585 -2.65109 0.117
H -3.63531 6.67993 -3.39026 0.112
H -5.44061 7.89968 -4.42608 0.118
H -4.14532 8.94188 -3.88344 0.115
H -5.55725 8.94022 -1.82624 0.096
H -6.70418 10.02935 -4.29639 0.127
H -5.66141 10.86024 -3.05781 0.116
H -7.44706 10.33418 -1.30454 0.112
H -8.46925 10.02437 -2.72151 0.118
H -7.97350 13.67262 -1.32223 0.080
H -6.33557 13.18823 -1.85830 0.075
H -7.15963 12.29710 -0.62578 0.072
C 4.94516 0.71478 -2.69858 -0.113
O 5.44129 -0.55449 -2.28664 -0.223
C 6.60642 -0.94571 -3.07591 -0.154
C 7.29538 -2.18093 -2.34438 -0.157
N 8.73338 -2.42473 -2.57078 -0.047
C 9.24960 -3.56900 -1.89333 -0.245
C 10.74037 -3.67889 -2.18113 -0.203
O 10.98882 -3.78317 -3.58161 -0.183
C 10.58831 -5.04282 -4.14358 -0.106
H 4.10119 1.18315 -2.19218 0.072
H 4.51105 0.58287 -3.68966 0.085
H 5.67808 1.48336 -2.94399 0.095
H 7.26981 -0.13466 -3.37627 0.119
H 6.19263 -1.31759 -4.01324 0.112
H 6.61001 -2.85770 -2.85463 0.104
H 7.08335 -2.22563 -1.27614 0.104
H 8.87821 -2.40994 -3.57024 0.115
H 8.72632 -4.47439 -2.20080 0.095
H 9.10372 -3.62141 -0.81441 0.120
H 11.13379 -4.55939 -1.67315 0.114
H 11.33957 -2.84326 -1.81948 0.127
H 10.58287 -5.15072 -5.22822 0.086
H 9.56334 -5.34470 -3.92816 0.065
H 11.19525 -5.86352 -3.76126 0.081
C -0.77682 -3.02055 -1.79097 -0.054
O -0.63968 -4.45244 -1.55041 -0.228
C -0.37938 -5.29014 -2.66157 -0.229
C -0.52103 -6.71477 -2.07981 -0.192
N -1.87027 -6.97320 -1.54042 -0.045
C -2.91131 -6.96231 -2.59379 -0.219
C -4.29053 -6.99574 -1.99389 -0.207
O -4.79348 -5.64838 -1.90156 -0.211
C -6.20604 -5.46725 -1.98873 -0.110
H 0.07439 -2.60858 -2.33302 0.086
H -0.62652 -2.56030 -0.81440 0.057
H -1.81118 -2.84635 -2.08738 0.091
H 0.67829 -5.04857 -2.76684 0.108
H -0.95825 -5.22749 -3.58303 0.110
H 0.23690 -6.71890 -1.29647 0.106
H -0.17416 -7.49488 -2.75745 0.115
H -2.17127 -6.25391 -0.89845 0.097
H -2.82885 -7.98857 -2.95170 0.110
H -2.83018 -6.39655 -3.52192 0.116
H -4.17012 -7.44349 -1.00742 0.122
H -5.04462 -7.54495 -2.55764 0.115
H -6.34847 -4.38769 -1.94011 0.087
H -6.69576 -5.96391 -1.15112 0.081
H -6.65499 -5.89636 -2.88450 0.079
C -5.88610 4.29016 0.95759 -0.157
O -4.82192 3.56058 1.53215 -0.136
H -6.77933 3.77323 1.30835 0.083
H -5.98694 5.31643 1.31074 0.066
H -5.62015 4.35503 -0.09748 0.077
H -3.98832 3.84963 1.15379 0.031
C 2.79356 5.26607 0.76282 -0.144
O 2.81844 5.11988 -0.64638 -0.132
H 2.32509 4.41838 1.26288 0.075
H 3.78313 5.47770 1.16784 0.077
H 2.22116 6.17095 0.96691 0.069
H 2.60884 5.95754 -1.06591 0.030
C 6.08489 -0.68842 1.25382 -0.134
O 6.17621 0.37955 0.27205 -0.124
H 6.78733 -1.51249 1.12896 0.064
H 5.99011 -0.33824 2.28168 0.081
H 5.15538 -1.22634 1.06740 0.044
H 5.83886 0.01936 -0.55138 0.006
C 1.19248 2.96805 -2.75712 -0.184
O 0.27222 3.83496 -2.18399 -0.117
H 0.68703 2.07231 -3.11806 0.084
H 1.63012 3.36239 -3.67422 0.075
H 2.05018 2.74785 -2.12156 0.059
H 0.70816 4.52603 -1.68002 0.045
C 0.37850 7.76964 -1.19368 -0.140
O 1.77264 7.65915 -1.37641 -0.124
H 0.00263 7.14989 -0.37959 0.065
H 0.06502 8.81176 -1.25553 0.095
H -0.10962 7.29669 -2.04582 0.077
H 2.24735 8.48993 -1.45416 0.098
```

## Properties
- SMILES = COCCNCCOC.COCCNCCOC.COCCNCCOC.COCCNCCOC.COCCNCCOC.COCCNCCOC.CO.CO.CO.CO.CO

=====

Number 1: Kohn-Sham gap 10.8 eV. Number 2: Kohn-Sham gap 10.4 eV. Number 3: Kohn-Sham gap 9.6 eV. Number 4: Kohn-Sham gap 8.7 eV.